Entry 1:
Below is a structure of composition C11H31ClF3InO13P3, with properties calculated with ωB97M-V/def2-TZVPD.

Total charge: -1
Kohn-Sham gap in eV: 2.904
Multiplicity: 1

Each line ends with the Mulliken charge.
CARTESIAN COORDINATES (ANGSTROEM)
1 F 8.485 -0.415 -6.751  -0.25
2 C 8.138 0.835 -7.523  0.66
3 F 9.418 1.582 -7.754  -0.26
4 F 7.472 0.382 -8.765  -0.19
5 O 7.317 1.678 -6.642  -0.27
6 C 6.088 2.150 -7.296  -0.72
7 In 4.424 0.570 -7.162  0.80
8 Cl 3.159 0.343 -9.284  -0.63
9 H 6.231 2.585 -8.374  0.27
10 H 5.688 3.057 -6.630  0.21
11 H 5.255 -1.004 -6.791  -0.29
12 H 3.358 1.044 -5.750  -0.32
13 C 1.759 -1.249 -1.923  -0.65
14 O 1.687 0.125 -1.584  -0.31
15 P 0.160 0.844 -1.963  1.09
16 O 0.653 0.992 -3.410  -0.65
17 O 0.543 2.226 -1.147  -0.28
18 C 1.599 2.279 -0.211  -0.55
19 O -1.367 1.563 -2.343  -0.39
20 C -1.571 2.205 -3.586  -0.56
21 H 2.742 -1.630 -1.635  0.23
22 H 0.988 -1.803 -1.381  0.23
23 H 1.628 -1.387 -2.999  0.35
24 H 2.557 2.303 -0.738  0.25
25 H 1.561 1.439 0.486  0.23
26 H 1.506 3.205 0.365  0.26
27 H -1.531 1.481 -4.400  0.26
28 H -0.839 3.006 -3.734  0.26
29 H -2.571 2.649 -3.582  0.22
30 C 1.429 -5.738 3.053  -0.72
31 O 1.357 -4.364 3.393  -0.28
32 P -0.170 -3.645 3.013  0.90
33 O 0.322 -3.497 1.567  -0.63
34 O 0.213 -2.263 3.830  -0.18
35 C 1.269 -2.210 4.765  -0.66
36 O -1.697 -2.926 2.634  -0.37
37 C -1.901 -2.284 1.390  -0.57
38 H 2.412 -6.119 3.342  0.25
39 H 0.658 -6.292 3.595  0.31
40 H 1.297 -5.876 1.977  0.29
41 H 2.227 -2.186 4.238  0.28
42 H 1.230 -3.050 5.462  0.29
43 H 1.176 -1.285 5.342  0.24
44 H -1.861 -3.008 0.576  0.32
45 H -1.169 -1.483 1.242  0.24
46 H -2.902 -1.840 1.395  0.27
47 C -2.956 0.257 4.072  -0.53
48 O -4.330 0.417 3.767  -0.27
49 P -4.950 1.974 4.196  1.02
50 O -5.095 1.457 5.635  -0.65
51 O -6.370 1.691 3.404  -0.29
52 C -6.506 0.663 2.447  -0.54
53 O -5.569 3.531 4.626  -0.41
54 C -6.171 3.743 5.889  -0.52
55 H -2.640 -0.739 3.753  0.00
56 H -2.370 1.007 3.535  0.34
57 H -2.787 0.355 5.148  0.34
58 H -6.574 -0.304 2.954  0.24
59 H -5.680 0.669 1.732  0.26
60 H -7.436 0.823 1.895  0.26
61 H -5.433 3.642 6.684  0.25
62 H -7.010 3.056 6.039  0.25
63 H -6.555 4.768 5.917  0.24

***

Entry 2:
Below is a structure of composition C11H31CrO8S5, with properties calculated with ωB97M-V/def2-TZVPD.

<S²>: 4.01
Total charge: +2
Kohn-Sham gap (spin up / spin down) in eV: 5.928 / 8.264
Multiplicity: 4

Each line ends with the natural charge from an NBO analysis.
CARTESIAN COORDINATES (ANGSTROEM)
1 Cr 0.136 0.179 1.290  1.61
2 O 0.165 -2.059 -1.947  -0.66
3 C 0.139 -1.490 -0.773  0.98
4 O 1.111 -1.372 0.017  -0.66
5 O -0.870 -0.894 -0.326  -0.56
6 H -0.627 -1.844 -2.484  0.55
7 C 3.177 -2.455 3.423  -0.76
8 S 1.327 -2.374 3.671  1.19
9 O 0.738 -1.434 2.609  -1.03
10 C 0.821 -4.117 3.189  -0.78
11 H 3.272 -2.645 2.358  0.25
12 H 3.486 -3.164 4.190  0.26
13 H 3.653 -1.521 3.718  0.25
14 H 1.190 -4.876 3.875  0.26
15 H 1.309 -4.236 2.220  0.24
16 H -0.251 -4.248 3.062  0.25
17 C -1.979 2.698 -1.445  -0.83
18 S -2.477 2.360 0.255  1.32
19 O -1.266 1.641 0.791  -1.00
20 C -2.331 4.123 0.760  -0.84
21 H -1.863 1.867 -2.142  0.27
22 H -1.048 3.266 -1.458  0.22
23 H -2.684 3.366 -1.947  0.26
24 H -3.142 4.716 0.323  0.27
25 H -1.353 4.569 0.591  0.24
26 H -2.630 4.374 1.783  0.27
27 C 3.214 1.013 -1.534  -0.77
28 S 1.557 1.872 -1.470  1.22
29 O 0.998 1.409 -0.141  -1.01
30 C 2.214 3.570 -1.202  -0.78
31 H 2.986 0.083 -1.015  0.26
32 H 3.888 1.618 -0.933  0.24
33 H 3.540 0.852 -2.558  0.25
34 H 2.138 3.672 -0.119  0.26
35 H 1.588 4.283 -1.730  0.25
36 H 3.256 3.531 -1.502  0.25
37 C -1.580 -0.780 5.004  -0.83
38 S -2.499 -0.492 3.457  1.29
39 O -1.461 -0.294 2.377  -0.97
40 C -3.237 -2.114 3.276  -0.81
41 H -1.659 -1.813 5.330  0.25
42 H -1.988 -0.054 5.710  0.26
43 H -0.550 -0.431 4.942  0.26
44 H -2.352 -2.749 3.271  0.23
45 H -3.691 -2.142 2.284  0.27
46 H -4.031 -2.314 3.992  0.28
47 C -1.042 0.187 -6.204  -0.82
48 S -0.422 0.007 -4.517  1.18
49 O -1.237 -1.060 -3.804  -1.01
50 C 1.284 -0.667 -4.715  -0.79
51 H -1.995 0.708 -6.282  0.26
52 H -1.285 -0.811 -6.574  0.26
53 H -0.276 0.678 -6.802  0.25
54 H 1.853 0.261 -4.664  0.22
55 H 1.406 -1.182 -5.664  0.25
56 H 1.379 -1.271 -3.816  0.26

***

Entry 3:
Below is a structure of composition C11H32N4NbO3S, with properties calculated with ωB97M-V/def2-TZVPD.

Energy relative to the best compared isomer or geometry (same formula, charge and spin) in kJ/mol: 85.43
Total charge: -1
Kohn-Sham gap in eV: 6.423
Multiplicity: 1

Each line ends with the natural charge from an NBO analysis.
CARTESIAN COORDINATES (ANGSTROEM)
1 N 3.779 4.901 -0.472  -0.84
2 C 3.789 4.005 0.689  -0.22
3 C 3.163 2.609 0.496  -0.96
4 Nb 1.030 2.557 -0.394  2.02
5 C 1.831 1.093 -1.982  -0.70
6 N 2.286 1.783 -3.251  -0.84
7 C 0.485 4.229 1.052  -0.93
8 C -0.988 4.741 1.092  -0.41
9 C -1.639 5.059 -0.259  -0.52
10 S -3.121 4.063 -0.632  -0.10
11 C 0.582 0.845 1.076  -0.62
12 O -0.518 -0.001 0.560  -0.36
13 N -0.059 -1.163 0.055  0.33
14 O -0.838 -1.675 -0.686  -0.36
15 H 3.830 4.357 -1.323  0.35
16 H 2.899 5.399 -0.464  0.36
17 H 4.820 3.857 1.023  0.16
18 H 3.299 4.524 1.511  0.18
19 H 3.849 1.979 -0.067  0.21
20 H 3.042 2.199 1.505  0.21
21 H -0.661 2.313 -1.027  -0.43
22 H 1.345 3.883 -1.636  -0.42
23 H 1.087 0.347 -2.256  0.20
24 H 2.719 0.602 -1.586  0.19
25 H 1.551 2.429 -3.512  0.35
26 H 3.044 2.395 -2.967  0.33
27 H 1.111 5.118 0.954  0.21
28 H 0.709 3.833 2.049  0.22
29 H -0.970 5.678 1.654  0.18
30 H -1.595 4.059 1.677  0.21
31 H -0.933 5.042 -1.083  0.24
32 H -2.046 6.065 -0.218  0.21
33 H -2.611 3.048 -1.345  0.15
34 H 1.435 0.174 1.168  0.20
35 H 0.236 1.202 2.045  0.20
36 C -3.121 -6.266 -0.879  -0.61
37 C -2.269 -7.064 0.102  -0.08
38 C -2.153 -6.415 1.490  -0.07
39 O -1.268 -5.320 1.556  -0.55
40 C -1.814 -4.074 1.142  -0.25
41 N -0.957 -7.313 -0.503  -0.83
42 H -2.596 -5.391 -1.259  0.21
43 H -3.380 -6.885 -1.738  0.21
44 H -4.050 -5.932 -0.412  0.20
45 H -2.758 -8.033 0.248  0.18
46 H -1.742 -7.162 2.176  0.17
47 H -3.142 -6.133 1.878  0.16
48 H -2.871 -3.991 1.415  0.16
49 H -1.692 -3.923 0.071  0.18
50 H -1.261 -3.287 1.650  0.20
51 H -0.422 -7.927 0.105  0.35
52 H -0.442 -6.436 -0.486  0.36

***

Entry 4:
Below is a structure of composition C11H32N4O4P2SV, with properties calculated with ωB97M-V/def2-TZVPD.

<S²>: 2.30
Total charge: +1
Kohn-Sham gap (spin up / spin down) in eV: 7.835 / 7.815
Multiplicity: 3

Each line ends with the natural charge from an NBO analysis.
CARTESIAN COORDINATES (ANGSTROEM)
1 V -1.450 0.067 -1.058  0.91
2 C -0.129 -2.458 -2.297  -0.41
3 N 0.557 -2.324 -1.020  -0.81
4 C 0.248 -3.371 -0.066  -0.41
5 P 1.323 -0.908 -0.668  2.49
6 O 0.904 0.295 -1.389  -1.09
7 O 1.052 -0.686 0.965  -1.08
8 P -0.435 -0.339 1.438  2.51
9 O -1.461 -0.976 0.592  -1.07
10 N -0.464 -0.993 2.958  -0.80
11 C 0.633 -0.823 3.888  -0.41
12 C -1.755 -1.254 3.568  -0.41
13 N -0.514 1.345 1.302  -0.80
14 C 0.607 2.150 1.758  -0.41
15 C -1.803 1.889 1.723  -0.43
16 N 2.952 -1.151 -0.745  -0.80
17 C 3.849 -0.064 -1.078  -0.40
18 C 3.587 -2.313 -0.160  -0.40
19 H 0.214 -3.366 -2.798  0.22
20 H 0.103 -1.598 -2.927  0.23
21 H -1.222 -2.513 -2.151  0.22
22 H 0.569 -4.336 -0.470  0.21
23 H -0.830 -3.412 0.127  0.22
24 H 0.758 -3.188 0.879  0.22
25 H 1.531 -0.543 3.342  0.22
26 H 0.817 -1.769 4.401  0.21
27 H 0.408 -0.060 4.640  0.19
28 H -2.506 -1.324 2.784  0.23
29 H -2.038 -0.470 4.276  0.19
30 H -1.716 -2.204 4.103  0.21
31 H 1.539 1.688 1.437  0.22
32 H 0.621 2.267 2.847  0.20
33 H 0.532 3.140 1.303  0.21
34 H -2.598 1.226 1.365  0.24
35 H -1.936 2.879 1.277  0.22
36 H -1.869 1.984 2.814  0.19
37 H 3.265 0.755 -1.487  0.22
38 H 4.565 -0.395 -1.833  0.21
39 H 4.404 0.291 -0.205  0.19
40 H 2.854 -3.104 -0.041  0.21
41 H 4.028 -2.087 0.817  0.19
42 H 4.380 -2.667 -0.822  0.21
43 C -3.260 -0.084 -1.283  -0.82
44 H -3.916 0.394 -2.011  0.16
45 H -3.845 -0.773 -0.662  0.16
46 C -2.611 3.386 -2.810  -0.78
47 S -1.165 2.561 -2.047  1.26
48 C 0.111 3.282 -3.139  -0.78
49 O -1.287 1.159 -2.577  -0.94
50 H -2.535 3.306 -3.889  0.24
51 H -2.650 4.423 -2.497  0.24
52 H -3.497 2.862 -2.459  0.26
53 H 0.094 4.362 -3.066  0.24
54 H -0.075 2.945 -4.151  0.25
55 H 1.066 2.899 -2.795  0.25

***

Question: What is the formula in the third record?
Answer: C11H32N4NbO3S